[1]
{
  "formula": "C27H30BN8V",
  "method": "wB97M-V/def2-TZVPD",
  "elements": ["V", "C", "C", "C", "C", "C", "N", "N", "B", "N", "N", "C", "C", "C", "C", "C", "N", "N", "C", "C", "C", "C", "C", "H", "H", "H", "H", "H", "H", "H", "H", "H", "H", "H", "H", "H", "H", "H", "H", "H", "H", "H", "H", "H", "H", "C", "C", "N", "C", "C", "C", "C", "C", "C", "C", "C", "C", "N", "C", "H", "H", "H", "H", "H", "H", "H", "H"],
  "positions_angstrom": [[0.34533, 0.27124, 0.02686], [-1.42249, 0.03897, 3.13249], [-1.85943, -0.72079, 1.92858], [-2.92783, -1.57775, 1.79405], [-2.90755, -2.03419, 0.46945], [-3.84149, -2.97947, -0.19895], [-1.86993, -1.46737, -0.14496], [-1.20901, -0.65270, 0.73728], [-1.36914, -1.61014, -1.61023], [0.09118, -2.11673, -1.58913], [1.06089, -1.35653, -0.99828], [2.24848, -1.88982, -1.33326], [3.55386, -1.26860, -0.95832], [2.03382, -3.02533, -2.10449], [0.65896, -3.13572, -2.25507], [-0.12243, -4.15038, -3.01507], [-1.35157, -0.21130, -2.26793], [-0.54613, 0.76593, -1.75449], [-0.52742, 1.77689, -2.64029], [0.33311, 2.98646, -2.47611], [-1.36450, 1.46295, -3.70377], [-1.86310, 0.19498, -3.44157], [-2.78038, -0.64047, -4.26516], [-2.09225, -0.17274, 3.96196], [-0.41261, -0.24397, 3.43463], [-1.44170, 1.11495, 2.95053], [-3.64167, -1.84775, 2.55346], [-4.60290, -3.30548, 0.50444], [-4.33362, -2.50579, -1.04811], [-3.31038, -3.85710, -0.56679], [-2.07110, -2.35519, -2.20967], [3.42447, -0.28325, -0.51086], [4.11112, -1.89641, -0.26187], [4.17293, -1.15050, -1.84677], [2.78135, -3.67552, -2.52598], [0.54162, -4.93281, -3.37270], [-0.89047, -4.60671, -2.39167], [-0.61366, -3.69918, -3.87767], [1.02687, 2.88480, -1.64172], [0.92154, 3.14377, -3.37919], [-0.26475, 3.88594, -2.32376], [-1.56625, 2.06659, -4.57216], [-3.14751, -0.06098, -5.10805], [-2.26501, -1.51923, -4.65393], [-3.63474, -0.98253, -3.68222], [3.21339, -0.91167, 3.17309], [2.35706, -0.94075, 2.07081], [1.68509, 0.12800, 1.66358], [1.81027, 1.28339, 2.37257], [2.64847, 1.40606, 3.48155], [3.37321, 0.26188, 3.86834], [2.70533, 2.65760, 4.18146], [1.92104, 3.69347, 3.81243], [1.00982, 3.57018, 2.71064], [0.10376, 4.57940, 2.33049], [-0.77333, 4.35242, 1.29833], [-0.72839, 3.13288, 0.62021], [0.13434, 2.17550, 0.93441], [0.97950, 2.38050, 1.98178], [3.73764, -1.81095, 3.46254], [2.20850, -1.84969, 1.50208], [4.03636, 0.31143, 4.72303], [3.37888, 2.74824, 5.02349], [1.95395, 4.63028, 4.35300], [0.09267, 5.51949, 2.86791], [-1.49575, 5.09905, 1.00172], [-1.40633, 2.92227, -0.19693]],
  "forces_ev_per_angstrom": [[-0.096, 0.003, 0.213], [0.022, 0.012, -0.012], [-0.102, -0.056, 0.061], [0.023, 0.025, 0.019], [0.066, 0.051, 0.006], [0.004, -0.002, -0.015], [-0.138, -0.103, 0.005], [0.239, 0.113, -0.193], [0.020, 0.019, 0.010], [-0.042, -0.125, 0.017], [0.093, 0.003, -0.055], [-0.033, -0.029, 0.022], [-0.023, -0.022, 0.021], [-0.003, 0.000, -0.041], [0.065, 0.040, 0.026], [-0.022, 0.012, 0.009], [-0.135, -0.008, -0.022], [0.055, 0.058, -0.078], [-0.046, -0.012, 0.018], [-0.036, -0.007, 0.018], [0.015, -0.021, -0.035], [0.051, 0.061, 0.018], [0.000, -0.017, 0.020], [-0.002, -0.001, 0.002], [-0.006, 0.001, 0.000], [-0.001, -0.005, 0.002], [0.000, 0.000, -0.002], [0.001, 0.003, 0.005], [-0.003, -0.003, 0.000], [-0.004, -0.002, 0.000], [-0.005, -0.005, -0.004], [0.012, 0.012, 0.012], [-0.003, 0.006, 0.012], [-0.007, 0.005, -0.002], [0.001, 0.002, -0.001], [0.004, 0.001, -0.002], [0.001, -0.007, -0.004], [0.000, -0.008, -0.002], [0.011, 0.014, 0.012], [0.003, -0.008, 0.003], [0.001, 0.002, 0.014], [0.003, 0.000, 0.000], [0.002, 0.003, -0.003], [-0.007, 0.000, -0.005], [-0.005, 0.000, -0.006], [0.024, 0.014, 0.033], [0.001, -0.004, -0.029], [0.002, 0.006, 0.007], [0.026, -0.029, 0.021], [-0.007, -0.024, -0.043], [-0.015, -0.012, -0.010], [-0.003, 0.034, 0.014], [0.024, -0.003, 0.029], [-0.012, -0.023, -0.041], [-0.012, -0.014, -0.010], [0.010, 0.032, 0.028], [0.006, -0.010, -0.028], [0.004, 0.004, 0.009], [-0.025, 0.038, -0.005], [-0.002, -0.002, -0.004], [-0.003, 0.000, -0.014], [0.003, 0.000, -0.001], [-0.001, 0.004, 0.000], [0.003, -0.002, 0.002], [0.001, 0.002, -0.003], [-0.001, -0.003, -0.004], [0.003, -0.007, -0.012]],
  "total_charge": 2,
  "spin_multiplicity": 3,
  "homo_ev": [-14.40, -14.38],
  "gap_ev": [7.385, 7.621]
}


[2]
{
  "formula": "C5H10NO",
  "method": "wB97M-V/def2-TZVPD",
  "elements": ["C", "C", "N", "C", "C", "C", "O", "H", "H", "H", "H", "H", "H", "H", "H", "H", "H"],
  "positions_angstrom": [[-2.08470, -0.69443, -0.43881], [-1.04717, -0.00068, 0.04196], [-0.85438, 1.39866, -0.43735], [-0.20352, -0.27610, 1.28556], [1.29541, -0.17234, 1.04469], [1.77389, -0.58629, -0.33548], [1.32231, -0.00852, -1.29342], [-2.35046, -0.74078, -1.51713], [-2.33205, -1.44886, 0.29978], [0.08990, 1.42030, -0.88075], [-0.77528, 2.10223, 0.30754], [-1.75326, 1.66789, -0.92741], [-0.41731, -1.26554, 1.65519], [-0.62552, 0.50072, 1.96498], [1.66899, 0.86236, 1.01210], [1.87254, -0.64836, 1.83909], [2.15250, -1.64436, -0.41325]],
  "forces_ev_per_angstrom": [[1.808, -0.469, 0.105], [-0.912, 0.517, 0.928], [-0.357, 0.222, -0.534], [-1.518, 0.947, -0.738], [1.891, 1.405, -0.072], [-2.447, -2.537, 0.611], [0.802, 0.549, -0.465], [-0.721, 0.657, 1.165], [-0.267, -0.816, -0.897], [-0.573, 0.095, -1.005], [-0.172, -0.543, 0.368], [1.794, -0.205, -0.252], [-0.361, -0.205, 0.180], [0.971, -0.714, 0.379], [-0.416, 0.200, 0.616], [-0.232, -0.117, -0.056], [0.709, 1.013, -0.334]],
  "total_charge": 1,
  "spin_multiplicity": 1,
  "homo_ev": -14.29,
  "gap_ev": 10.465,
  "smiles": "C=C([NH3+])CCC=O"
}


[3]
{
  "formula": "C10H27IrN3S2",
  "method": "wB97M-V/def2-TZVPD",
  "elements": ["Ir", "S", "S", "C", "C", "C", "N", "C", "C", "H", "H", "H", "H", "H", "H", "H", "H", "C", "H", "H", "H", "H", "H", "H", "H", "C", "C", "H", "H", "H", "H", "N", "C", "C", "N", "H", "H", "H", "H", "H", "H", "H", "H"],
  "positions_angstrom": [[0.03084, 0.04521, 0.69439], [1.18100, -1.94382, 0.05473], [-1.03128, 2.13723, 0.40983], [2.11389, -1.76858, -1.58581], [-0.26268, -2.78497, -0.70138], [-1.07808, -1.80104, -1.51924], [-1.38345, -0.60835, -0.69095], [-2.23247, 0.40187, -1.35336], [-2.56370, 1.48264, -0.33417], [-0.81990, -3.24876, 0.12300], [0.16220, -3.57632, -1.31959], [-2.04161, -2.26058, -1.79137], [-0.58048, -1.50415, -2.45498], [-3.15320, -0.11207, -1.67062], [-1.74326, 0.79255, -2.25298], [-3.19457, 1.13186, 0.49602], [-3.04825, 2.34368, -0.79658], [-0.42650, 2.90186, -1.19131], [-2.12583, -1.05719, 0.17584], [-0.21774, 2.15771, -1.98015], [0.47953, 3.49055, -0.96811], [-1.20628, 3.59806, -1.54621], [3.13703, -1.44580, -1.34851], [1.63473, -1.07572, -2.29384], [2.15314, -2.77544, -2.03018], [-2.25222, -1.24328, 1.42495], [-1.05477, -0.70627, 2.13115], [-2.33099, -2.32570, 1.56846], [-3.16396, -0.71822, 1.72263], [-0.49152, -1.50525, 2.63808], [-1.33815, 0.10235, 2.82090], [1.70220, 0.99098, -0.32606], [2.92722, 0.77141, 0.52321], [2.56377, 1.31886, 1.87914], [1.29744, 0.62470, 2.28957], [1.86839, 0.65938, -1.27701], [1.58821, 2.00409, -0.43090], [3.13852, -0.30767, 0.56211], [3.77794, 1.31475, 0.09484], [3.33625, 1.12913, 2.63152], [2.35662, 2.39620, 1.86263], [1.53091, -0.21929, 2.81373], [0.76105, 1.19339, 2.94659]],
  "forces_ev_per_angstrom": [[0.827, 0.346, -0.282], [0.842, -1.367, -2.744], [-0.804, 1.894, -2.291], [0.370, -0.423, 0.611], [0.287, -0.124, 0.357], [-0.639, -0.178, 0.059], [0.656, 0.234, -2.117], [-0.672, -0.391, 0.243], [-0.153, 0.241, 0.202], [0.063, 0.110, -0.319], [-0.229, -0.076, 0.039], [0.332, -0.028, -0.113], [-0.107, 0.023, 0.332], [0.111, 0.362, -0.064], [-0.043, -0.139, 0.205], [0.144, 0.097, -0.401], [-0.175, -0.139, 0.029], [0.068, 0.641, 0.328], [-0.144, -0.133, 0.171], [-0.118, 0.243, 0.586], [-0.475, -0.104, -0.129], [0.334, -0.267, 0.243], [-0.327, -0.145, -0.155], [-0.019, -0.273, 0.418], [0.040, 0.376, 0.206], [-1.238, -0.940, 2.003], [-0.528, -0.431, 2.028], [-0.157, 0.110, -0.382], [-0.014, -0.100, -0.347], [-0.186, 0.307, 0.166], [0.159, -0.340, 0.163], [1.164, 0.564, -0.111], [0.051, 0.416, -0.311], [-0.045, -0.056, 0.392], [0.035, -0.154, 0.776], [0.020, -0.092, 0.123], [0.057, -0.333, 0.082], [0.094, 0.472, 0.033], [-0.056, -0.277, 0.109], [-0.068, 0.116, -0.197], [0.150, -0.209, -0.112], [0.130, 0.070, 0.095], [0.261, 0.097, 0.077]],
  "total_charge": 3,
  "spin_multiplicity": 5,
  "homo_ev": [-17.22, -21.29],
  "gap_ev": [7.303, 7.646]
}


| no. | E_tot (Ha) |
| --- | --- |
| 1 | -2453.5221 |
| 2 | -326.1859 |
| 3 | -1460.9446 |